The following is a DFT calculation (the ωB97M-V functional and the def2-TZVPD basis) of a molecular structure, C31H47Cl3N7OOsP2Se2.

## Properties
LUMO (alpha / beta) ... -10.7 / -11.0 eV
Total charge ... +3
Orbital gap (alpha / beta) ... 5.780 / 5.568 eV
Highest occupied orbital energy (alpha / beta) ... -16.526 / -16.538 eV
Multiplicity ... 1

```
94
C31H47Cl3N7OOsP2Se2 (the ωB97M-V functional and the def2-TZVPD basis)
Os -0.234 -0.668 0.490
Se -2.016 -2.309 0.631
P -3.527 -0.669 0.729
Se -2.228 1.106 0.665
C -4.505 -0.781 2.214
C -5.365 -1.878 2.340
C -6.135 -1.998 3.480
C -6.052 -1.036 4.483
C -5.202 0.054 4.347
C -4.410 0.184 3.216
C -4.547 -0.710 -0.743
C -4.386 -1.671 -1.739
C -5.144 -1.576 -2.897
C -6.035 -0.525 -3.063
C -6.187 0.435 -2.067
C -5.447 0.347 -0.902
H -5.432 -2.614 1.546
H -6.814 -2.834 3.585
H -6.667 -1.131 5.368
H -5.162 0.811 5.119
H -3.744 1.030 3.110
H -3.690 -2.490 -1.606
H -5.028 -2.318 -3.676
H -6.613 -0.452 -3.974
H -6.871 1.260 -2.208
H -5.561 1.093 -0.122
O 1.728 0.101 0.510
P 2.760 1.257 0.524
N 3.631 1.330 1.900
C 5.045 0.925 2.013
C 5.007 -0.411 2.775
C 3.659 -0.403 3.537
C 3.005 0.941 3.168
N 2.009 2.702 0.400
C 2.208 3.828 1.344
C 1.379 4.943 0.727
C 0.179 4.205 0.122
C 0.796 2.905 -0.407
N 3.825 1.096 -0.706
C 4.216 -0.252 -1.159
C 3.632 -0.396 -2.586
C 3.116 1.013 -2.952
C 3.789 1.923 -1.920
H 5.568 1.685 2.594
H 5.510 0.863 1.035
H 5.854 -0.496 3.451
H 5.053 -1.246 2.076
H 3.805 -0.486 4.612
H 3.025 -1.233 3.219
H 3.235 1.701 3.917
H 1.924 0.887 3.054
H 3.262 4.073 1.440
H 1.827 3.562 2.335
H 1.941 5.436 -0.067
H 1.093 5.693 1.461
H -0.295 4.778 -0.671
H -0.564 3.988 0.893
H 1.048 3.000 -1.469
H 0.121 2.052 -0.301
H 3.861 -1.013 -0.465
H 5.305 -0.301 -1.191
H 2.832 -1.140 -2.610
H 4.408 -0.720 -3.278
H 2.029 1.064 -2.823
H 3.362 1.301 -3.972
H 3.276 2.864 -1.748
H 4.818 2.136 -2.215
Cl 1.009 -1.782 5.734
C -0.083 -0.570 5.090
Cl -1.760 -0.912 5.544
Cl 0.390 1.054 5.589
C -0.070 -0.617 3.623
N -0.146 -0.620 2.482
C 0.154 -3.940 -2.893
N 0.474 -2.753 -2.096
C 1.151 -3.052 -0.838
C 0.110 -1.512 -2.443
N -0.127 -0.590 -1.475
N -0.039 -1.171 -3.721
C 0.762 -1.737 -4.810
C -0.854 -0.012 -4.094
H -0.357 -4.657 -2.249
H 1.058 -4.417 -3.272
H -0.506 -3.689 -3.717
H 2.011 -3.689 -1.050
H 0.500 -3.602 -0.155
H 1.525 -2.138 -0.360
H -0.193 0.347 -1.859
H 1.487 -2.452 -4.438
H 1.303 -0.924 -5.296
H 0.127 -2.216 -5.556
H -1.749 0.046 -3.476
H -1.161 -0.134 -5.130
H -0.295 0.926 -4.024
```



The following is a DFT calculation (the ωB97M-V functional and the def2-TZVPD basis) of a molecular structure, C37H40AsN6O2PtS.

## Properties
LUMO (alpha / beta) ... -9.2 / -11.5 eV
Total charge ... +3
Orbital gap (alpha / beta) ... 5.516 / 3.607 eV
Highest occupied orbital energy (alpha / beta) ... -14.679 / -15.105 eV
Multiplicity ... 5
<S²> ... 6.020

```
88
C37H40AsN6O2PtS (the ωB97M-V functional and the def2-TZVPD basis)
Pt -0.104 0.575 0.910
C -4.085 -0.358 -1.361
C -2.908 0.281 -0.989
N -1.919 -0.395 -0.420
C -2.092 -1.702 -0.220
C -3.287 -2.314 -0.548
N -4.289 -1.649 -1.121
C -0.930 -2.426 0.370
C -0.752 -3.796 0.242
C 0.357 -4.396 0.823
C 1.272 -3.587 1.490
C 1.061 -2.216 1.537
N -0.031 -1.672 1.000
C 2.000 -1.260 2.191
C 3.264 -1.611 2.623
N 4.073 -0.757 3.250
C 3.594 0.462 3.463
C 2.342 0.850 2.997
N 1.559 -0.002 2.346
C 0.563 -5.880 0.720
C -0.521 -6.730 0.469
C -0.332 -8.103 0.366
N 0.916 -8.449 0.530
C 2.025 -7.807 0.774
C 1.836 -6.434 0.875
H -4.884 0.188 -1.848
H -2.758 1.342 -1.149
H -3.467 -3.360 -0.325
H -1.473 -4.362 -0.330
H 2.118 -4.009 2.014
H 3.660 -2.604 2.453
H 4.223 1.159 4.003
H 1.969 1.852 3.145
H -1.538 -6.376 0.381
H -1.104 -8.841 0.179
H 2.970 -8.329 0.874
H 2.720 -5.838 1.053
C 3.180 0.743 -0.863
As 1.295 0.528 -1.194
C 0.931 1.896 -2.495
C 1.218 -1.170 -2.132
C 1.766 -1.095 -3.537
C 3.104 -1.373 -3.787
C 3.611 -1.301 -5.080
C 2.780 -0.952 -6.132
C 1.442 -0.675 -5.891
C 0.940 -0.746 -4.598
H 3.715 0.747 -1.812
H 3.544 -0.073 -0.240
H 3.341 1.690 -0.351
H 1.481 1.660 -3.403
H 1.272 2.844 -2.083
H -0.134 1.955 -2.710
H 0.178 -1.499 -2.117
H 1.807 -1.852 -1.513
H 3.759 -1.655 -2.968
H 4.654 -1.525 -5.265
H 3.172 -0.898 -7.138
H 0.789 -0.409 -6.711
H -0.110 -0.534 -4.418
C -4.042 1.871 3.563
S -2.557 2.466 2.806
O -2.085 1.279 1.959
C -3.238 3.680 1.724
C -4.002 3.301 0.623
C -4.519 4.286 -0.201
C -4.278 5.629 0.081
C -3.523 5.993 1.188
C -2.990 5.012 2.015
H -4.745 1.574 2.786
H -4.450 2.684 4.165
H -3.769 1.030 4.198
H -4.201 2.252 0.433
H -5.126 4.016 -1.056
H -4.695 6.396 -0.559
H -3.353 7.038 1.411
H -2.416 5.287 2.892
C 1.364 5.058 0.397
C 0.533 4.050 1.159
C 0.815 4.064 2.671
O 0.642 2.770 0.629
H 1.285 6.042 0.859
H 1.029 5.144 -0.636
H 2.416 4.766 0.404
H -0.547 4.289 1.050
H 1.895 4.065 2.833
H 0.357 3.221 3.185
H 0.415 4.984 3.092
```



The following is a DFT calculation (the ωB97M-V functional and the def2-TZVPD basis) of 2 unconnected molecules or ions with the total composition C5H9NO.

## Properties
LUMO ... 0.9 eV
Orbital gap ... 9.529 eV
Highest occupied orbital energy ... -8.664 eV
SMILES string ... CC=C=N.C=CO
Multiplicity ... 1

```
16
C5H9NO (the ωB97M-V functional and the def2-TZVPD basis)
C -2.374 -0.275 0.221
C -1.181 -1.099 -0.179
C -0.171 -1.373 0.606
N 0.866 -1.467 1.266
H -2.650 0.440 -0.565
H -2.196 0.285 1.145
H -3.226 -0.940 0.374
H -1.166 -1.540 -1.170
H 1.387 -0.639 0.964
C 0.568 1.177 -0.649
C 1.781 1.052 -0.113
O 2.722 0.240 -0.713
H 0.310 0.646 -1.557
H -0.155 1.894 -0.271
H 2.111 1.681 0.718
H 3.374 -0.082 -0.077
```



The following is a DFT calculation (the ωB97M-V functional and the def2-TZVPD basis) of a molecular structure, C25H25AuF5N2O2PSSe2.

## Properties
LUMO (alpha / beta) ... -0.3 / -1.4 eV
Orbital gap (alpha / beta) ... 6.435 / 6.159 eV
Highest occupied orbital energy (alpha / beta) ... -6.774 / -7.608 eV
Multiplicity ... 3
<S²> ... 2.014

```
64
C25H25AuF5N2O2PSSe2 (the ωB97M-V functional and the def2-TZVPD basis)
Au 0.378 -0.681 0.144
O -5.411 0.390 0.408
C -4.658 1.451 0.997
C -3.164 1.144 0.845
C -2.874 0.855 -0.629
O -3.344 1.869 -1.505
C -2.859 -0.101 1.688
Se -1.007 -0.418 2.249
C -2.417 2.391 1.322
Se -0.474 2.331 1.202
H -6.342 0.532 0.599
H -4.896 1.556 2.060
H -4.886 2.400 0.501
H -3.321 -0.109 -0.887
H -1.795 0.802 -0.774
H -4.282 1.719 -1.659
H -3.212 -0.996 1.175
H -3.400 -0.036 2.633
H -2.680 2.617 2.356
H -2.718 3.231 0.693
F 1.924 5.575 -1.032
C 1.954 4.253 -1.190
C 0.993 3.619 -1.957
F 0.022 4.334 -2.525
C 1.034 2.247 -2.105
F 0.061 1.673 -2.820
C 2.016 1.459 -1.510
S 2.014 -0.293 -1.669
C 2.974 2.133 -0.757
F 3.960 1.457 -0.155
C 2.949 3.504 -0.588
F 3.882 4.111 0.150
C 0.268 -3.437 -1.908
P -0.795 -2.061 -1.378
C -1.269 -1.273 -2.934
C -2.274 -2.864 -0.711
C -2.163 -3.504 0.524
C -3.268 -4.106 1.102
C -4.499 -4.060 0.458
C -4.618 -3.420 -0.765
C -3.508 -2.827 -1.352
H 0.535 -4.046 -1.045
H 1.176 -3.026 -2.350
H -0.250 -4.057 -2.641
H -1.683 -2.010 -3.623
H -0.361 -0.842 -3.355
H -1.982 -0.467 -2.770
H -1.216 -3.499 1.052
H -3.174 -4.594 2.063
H -5.366 -4.517 0.917
H -5.577 -3.375 -1.265
H -3.617 -2.323 -2.304
N 6.734 0.604 4.508
C 5.777 0.411 3.904
C 4.578 0.165 3.145
C 4.579 -0.773 2.120
C 3.409 -0.963 1.410
N 2.284 -0.306 1.685
C 2.283 0.584 2.676
C 3.412 0.862 3.429
H 5.473 -1.327 1.872
H 3.374 -1.646 0.572
H 1.348 1.098 2.865
H 3.379 1.604 4.214
```



The following is a DFT calculation (the ωB97M-V functional and the def2-TZVPD basis) of 7 unconnected molecules or ions with the total composition H16NO6.

## Properties
LUMO ... -2.8 eV
Total charge ... +1
Orbital gap ... 12.034 eV
Highest occupied orbital energy ... -14.831 eV
Multiplicity ... 1

```
23
H16NO6 (the ωB97M-V functional and the def2-TZVPD basis)
N -1.284 1.121 0.172
H -0.660 1.896 -0.095
H -2.234 1.367 0.431
H -1.279 0.412 -0.570
H -0.825 0.676 0.992
H -3.665 -0.560 2.474
H -2.131 -0.656 2.512
O -2.872 -0.325 1.978
H 1.325 3.219 -0.985
H 1.500 1.683 -1.162
O 0.897 2.370 -0.841
H 0.640 -0.206 -2.144
H -0.589 -0.974 -2.726
O -0.212 -0.638 -1.900
H 0.561 -1.076 1.670
H 0.588 -0.088 2.859
O 0.033 -0.397 2.136
H 1.978 -0.868 -0.966
H 2.867 -0.203 -2.058
O 2.037 -0.119 -1.578
H 1.452 -2.864 0.232
H 0.591 -1.847 -0.556
O 1.281 -1.923 0.128
```



Copy entry 4 word for word.
The following is a DFT calculation (the ωB97M-V functional and the def2-TZVPD basis) of a molecular structure, C25H25AuF5N2O2PSSe2.

## Properties
LUMO (alpha / beta) ... -0.3 / -1.4 eV
Orbital gap (alpha / beta) ... 6.435 / 6.159 eV
Highest occupied orbital energy (alpha / beta) ... -6.774 / -7.608 eV
Multiplicity ... 3
<S²> ... 2.014

```
64
C25H25AuF5N2O2PSSe2 (the ωB97M-V functional and the def2-TZVPD basis)
Au 0.378 -0.681 0.144
O -5.411 0.390 0.408
C -4.658 1.451 0.997
C -3.164 1.144 0.845
C -2.874 0.855 -0.629
O -3.344 1.869 -1.505
C -2.859 -0.101 1.688
Se -1.007 -0.418 2.249
C -2.417 2.391 1.322
Se -0.474 2.331 1.202
H -6.342 0.532 0.599
H -4.896 1.556 2.060
H -4.886 2.400 0.501
H -3.321 -0.109 -0.887
H -1.795 0.802 -0.774
H -4.282 1.719 -1.659
H -3.212 -0.996 1.175
H -3.400 -0.036 2.633
H -2.680 2.617 2.356
H -2.718 3.231 0.693
F 1.924 5.575 -1.032
C 1.954 4.253 -1.190
C 0.993 3.619 -1.957
F 0.022 4.334 -2.525
C 1.034 2.247 -2.105
F 0.061 1.673 -2.820
C 2.016 1.459 -1.510
S 2.014 -0.293 -1.669
C 2.974 2.133 -0.757
F 3.960 1.457 -0.155
C 2.949 3.504 -0.588
F 3.882 4.111 0.150
C 0.268 -3.437 -1.908
P -0.795 -2.061 -1.378
C -1.269 -1.273 -2.934
C -2.274 -2.864 -0.711
C -2.163 -3.504 0.524
C -3.268 -4.106 1.102
C -4.499 -4.060 0.458
C -4.618 -3.420 -0.765
C -3.508 -2.827 -1.352
H 0.535 -4.046 -1.045
H 1.176 -3.026 -2.350
H -0.250 -4.057 -2.641
H -1.683 -2.010 -3.623
H -0.361 -0.842 -3.355
H -1.982 -0.467 -2.770
H -1.216 -3.499 1.052
H -3.174 -4.594 2.063
H -5.366 -4.517 0.917
H -5.577 -3.375 -1.265
H -3.617 -2.323 -2.304
N 6.734 0.604 4.508
C 5.777 0.411 3.904
C 4.578 0.165 3.145
C 4.579 -0.773 2.120
C 3.409 -0.963 1.410
N 2.284 -0.306 1.685
C 2.283 0.584 2.676
C 3.412 0.862 3.429
H 5.473 -1.327 1.872
H 3.374 -1.646 0.572
H 1.348 1.098 2.865
H 3.379 1.604 4.214
```



- Number 4 is which compound?
  C25H25AuF5N2O2PSSe2



- What is the formula in the fifth record?
  H16NO6